DFT (wB97M-V/def2-TZVPD) results for 7 unconnected molecules or ions with the total composition C43H49BrClNOSi in a non-equilibrium geometry.

```
97
C43H49BrClNOSi (wB97M-V/def2-TZVPD)
C -1.84 2.29 -2.58
C -0.89 3.29 -1.92
Br -1.36 3.40 -0.02
C 0.58 3.02 -2.23
Si 1.50 1.77 -1.15
C 2.65 2.51 0.14
C 2.14 3.70 0.97
C 1.57 3.25 2.29
Cl 1.18 4.67 3.32
N 0.39 0.53 -0.48
C 0.63 0.26 0.68
O 0.75 0.02 1.83
H -1.48 2.09 -3.58
H -1.94 1.39 -1.99
H -2.82 2.73 -2.64
H -1.13 4.26 -2.32
H 0.59 2.58 -3.22
H 1.15 3.94 -2.32
H 2.38 1.02 -2.07
H 3.06 1.75 0.80
H 3.50 2.88 -0.42
H 1.48 4.37 0.44
H 3.01 4.29 1.24
H 2.31 2.69 2.83
H 0.67 2.66 2.19
C 3.73 -2.43 -1.89
C 4.75 -3.37 -1.93
C 5.17 -3.99 -0.76
C 4.58 -3.66 0.45
C 3.57 -2.71 0.49
C 3.14 -2.10 -0.68
H 3.40 -1.96 -2.81
H 5.21 -3.63 -2.88
H 5.96 -4.72 -0.79
H 4.91 -4.14 1.36
H 3.11 -2.44 1.43
H 2.35 -1.36 -0.66
C -2.60 6.28 3.19
C -2.97 5.02 2.75
C -4.30 4.71 2.52
C -5.28 5.68 2.73
C -4.92 6.94 3.18
C -3.58 7.24 3.40
H -1.56 6.52 3.36
H -2.21 4.26 2.59
H -4.58 3.73 2.18
H -6.32 5.44 2.55
H -5.68 7.69 3.35
H -3.30 8.23 3.75
C 5.78 0.68 2.71
C 6.19 0.58 1.39
C 7.39 1.16 0.99
C 8.17 1.85 1.91
C 7.75 1.96 3.23
C 6.55 1.38 3.63
H 4.85 0.23 3.03
H 5.58 0.04 0.68
H 7.71 1.07 -0.04
H 9.10 2.30 1.60
H 8.35 2.50 3.95
H 6.23 1.46 4.66
C -3.62 -1.07 5.68
C -3.12 0.22 5.53
C -2.06 0.46 4.66
C -1.50 -0.59 3.94
C -2.00 -1.88 4.10
C -3.06 -2.12 4.97
H -4.45 -1.25 6.35
H -3.56 1.04 6.09
H -1.68 1.46 4.54
H -0.68 -0.41 3.27
H -1.56 -2.70 3.55
H -3.45 -3.12 5.09
C 0.88 -4.11 -2.61
C 0.45 -5.34 -3.09
C -0.91 -5.58 -3.25
C -1.83 -4.59 -2.92
C -1.40 -3.37 -2.42
C -0.04 -3.13 -2.27
H 1.94 -3.92 -2.49
H 1.16 -6.11 -3.35
H -1.25 -6.53 -3.63
H -2.89 -4.78 -3.04
H -2.11 -2.61 -2.16
H 0.30 -2.18 -1.89
C -4.30 -4.21 -5.60
C -4.73 -5.44 -6.08
C -6.09 -5.68 -6.24
C -7.01 -4.69 -5.90
C -6.57 -3.47 -5.41
C -5.22 -3.23 -5.26
H -3.24 -4.02 -5.48
H -4.02 -6.21 -6.34
H -6.43 -6.63 -6.62
H -8.07 -4.88 -6.03
H -7.29 -2.71 -5.15
H -4.87 -2.28 -4.88
```

Largest force on an atom (eV/A): 1.398
E_tot (a.u.): -5121.66092
Charge: 0
Kohn-Sham gap (eV): 9.561
SMILES: C[C@@H](Br)C[Si@@H](CCCCl)N=C=O.c1ccccc1.c1ccccc1.c1ccccc1.c1ccccc1.c1ccccc1.c1ccccc1

These are the Mulliken partial charges, in e, on atoms 1 to 6:
1. C -1.4956
2. C -0.0054
3. Br -0.0863
4. C -0.9050
5. Si -0.0171
6. C -0.6304